A 17-piece molecular cluster, C49H130N17O31 overall at a distorted geometry. Source: OMol25; level of theory: ωB97M-V/def2-TZVPD.

```
227
Properties=species:S:1:pos:R:3:forces:R:3:mulliken_charge:R:1
C -2.440 -2.867 7.281 -0.341 1.234 -0.221 -0.908
N -1.828 -2.087 6.116 0.710 -1.884 0.545 0.460
C -1.821 -3.100 4.943 -0.013 0.646 0.021 -0.707
C -2.642 -0.871 5.634 1.969 -1.280 1.332 -0.719
C -0.325 -1.781 6.535 -0.773 -1.441 -2.552 -0.202
C 0.088 -1.066 7.747 -0.399 1.570 1.269 -0.920
O -0.582 0.221 7.827 -0.289 -0.557 -0.717 -0.385
H -3.511 -2.963 7.105 0.126 -0.315 -0.212 0.357
H -2.353 -2.296 8.206 0.237 0.072 -0.092 0.335
H -1.937 -3.828 7.384 -0.105 0.160 -0.131 0.351
H -1.349 -4.047 5.204 0.464 0.439 0.173 0.541
H -1.385 -2.618 4.068 0.333 -0.198 0.220 -0.143
H -2.844 -3.355 4.665 -0.253 0.394 0.350 0.415
H -3.655 -1.245 5.485 0.074 0.572 -0.239 0.343
H -2.086 -0.592 4.739 -0.730 0.255 -0.126 0.167
H -2.444 -0.180 6.453 -0.757 0.428 -0.304 0.375
H 0.169 -1.394 5.643 -0.305 0.087 -0.138 0.130
H 0.090 -2.778 6.679 0.054 -0.128 -0.366 0.355
H 1.160 -0.917 7.619 0.130 0.040 -0.051 0.429
H 0.004 -1.731 8.606 -0.529 0.502 0.469 0.454
H -0.565 0.731 8.640 0.538 -0.714 0.414 0.256
C -6.080 -0.606 -1.038 -0.428 0.351 -0.878 -0.958
N -6.479 0.758 -0.501 -0.540 0.585 1.145 0.443
C -7.092 0.562 0.917 1.296 -0.381 -0.528 -0.817
C -5.203 1.621 -0.387 -1.576 1.613 -0.026 -0.982
C -7.599 1.528 -1.329 -0.213 -1.549 -0.141 -0.496
C -7.628 1.105 -2.783 0.266 0.279 0.519 -0.692
O -6.472 1.637 -3.409 -0.382 -0.113 -0.475 -0.305
H -6.938 -1.247 -1.241 -0.238 0.177 0.575 0.410
H -5.391 -1.102 -0.354 -0.042 0.253 0.100 0.122
H -5.640 -0.470 -2.026 0.480 0.184 0.254 0.388
H -6.213 0.448 1.551 -0.280 -0.179 0.315 0.242
H -7.667 -0.364 0.927 0.046 0.130 -0.126 0.369
H -7.708 1.390 1.267 0.234 0.160 -0.481 0.400
H -4.938 1.941 -1.394 0.358 -0.375 0.124 0.323
H -4.374 1.353 0.269 -0.203 -1.367 -0.472 0.202
H -5.548 2.511 0.140 -0.202 0.307 -0.242 0.502
H -7.606 2.613 -1.227 1.043 -0.085 0.205 0.259
H -8.566 1.254 -0.908 0.168 -0.485 0.296 0.529
H -8.546 1.472 -3.242 -0.055 0.229 0.096 0.533
H -7.674 0.020 -2.884 0.111 -0.062 0.026 0.251
H -6.805 2.011 -4.228 0.441 0.178 -0.234 0.246
C -4.228 1.665 -5.525 1.272 -0.868 0.591 -1.050
N -2.884 1.742 -6.312 -3.001 -2.757 1.394 0.465
C -2.263 0.311 -6.276 -0.411 0.711 -0.668 -0.941
C -3.183 2.153 -7.714 0.703 0.660 0.155 -0.836
C -2.015 2.751 -5.616 0.427 -0.103 -0.626 -0.883
C -1.466 2.462 -4.243 0.020 -1.299 2.515 0.740
O -2.470 2.506 -3.171 -0.406 0.185 -2.319 -0.245
H -4.872 0.822 -5.777 -0.110 0.438 -1.394 0.445
H -4.660 2.666 -5.506 -0.137 -0.316 -0.033 0.444
H -3.998 1.286 -4.529 0.503 0.949 0.310 0.182
H -1.328 0.349 -6.834 0.370 0.112 0.819 0.387
H -2.839 -0.400 -6.868 -0.644 0.431 0.004 0.372
H -2.275 -0.058 -5.250 0.714 0.251 -0.098 0.167
H -3.773 1.465 -8.320 0.263 -0.515 0.589 0.296
H -2.191 2.303 -8.140 -0.283 0.164 -0.525 0.420
H -3.762 3.076 -7.693 0.335 0.183 0.077 0.327
H -2.578 3.684 -5.614 0.156 0.090 -0.142 0.262
H -1.196 2.747 -6.335 0.473 0.766 0.401 0.499
H -0.594 3.073 -4.012 -0.392 0.992 -0.299 0.004
H -0.962 1.501 -4.144 -0.408 -0.552 -0.726 -0.170
H -2.140 2.557 -2.271 0.949 0.414 0.317 -0.050
C -1.650 -5.234 1.427 -1.380 0.735 -1.166 -1.073
N -2.344 -5.908 0.198 0.484 1.460 1.612 0.435
C -3.784 -6.217 0.585 0.508 0.228 -1.118 -0.891
C -2.371 -4.873 -0.997 0.298 -0.911 0.692 -0.794
C -1.548 -7.123 -0.218 -1.843 -0.559 -1.568 -0.630
C -1.776 -8.404 0.614 0.974 0.470 -1.065 -0.578
O -0.772 -8.408 1.576 -0.241 -0.135 1.543 -0.476
H -0.641 -4.926 1.154 0.059 -0.436 0.328 0.530
H -1.780 -5.800 2.350 0.491 -0.582 -0.480 0.326
H -2.260 -4.343 1.575 0.133 0.306 0.002 0.280
H -3.893 -6.825 1.484 0.401 0.170 -0.134 0.370
H -4.171 -6.743 -0.288 -0.343 -0.103 0.203 0.459
H -4.315 -5.271 0.697 0.157 0.002 0.079 0.125
H -2.795 -3.908 -0.722 -0.348 -0.369 0.451 0.070
H -2.932 -5.334 -1.810 0.019 0.086 0.127 0.506
H -1.354 -4.661 -1.329 0.153 -0.390 0.119 0.394
H -0.534 -6.784 -0.431 0.125 -0.387 0.645 0.402
H -1.983 -7.326 -1.196 0.095 -0.205 -0.270 0.485
H -1.619 -9.354 0.103 -0.092 0.436 -1.346 0.505
H -2.817 -8.517 0.915 -0.063 0.497 0.702 0.272
H -0.782 -9.313 1.895 0.556 -0.006 0.589 0.324
C -0.531 -1.938 0.078 -0.116 0.005 -1.053 -0.857
N 0.077 -0.622 0.483 0.442 -0.277 1.269 0.833
C -0.927 0.524 0.211 1.386 -1.215 -1.360 -0.004
C 0.256 -0.576 2.035 -0.171 0.883 -1.020 0.796
C 1.544 -0.412 -0.191 -1.069 -0.180 3.380 1.140
C 1.660 -0.505 -1.644 -1.280 -0.224 -0.122 -0.029
O 0.878 0.552 -2.156 0.195 1.124 0.365 1.424
H 0.098 -2.817 0.219 0.475 0.458 0.443 0.305
H -0.724 -1.864 -0.992 0.029 0.086 -0.120 0.352
H -1.502 -2.129 0.533 0.148 0.536 0.455 0.040
H -1.858 0.394 0.764 0.508 0.043 0.694 0.060
H -1.217 0.402 -0.833 0.263 0.402 -0.072 -0.028
H -0.294 1.396 0.374 -0.855 0.355 0.060 0.131
H -0.684 -0.994 2.397 0.561 -0.556 0.360 -0.175
H 0.270 0.461 2.371 -0.178 0.362 -0.593 -0.273
H 1.229 -0.908 2.397 -0.429 -1.157 -0.308 -0.470
H 2.174 -1.175 0.266 -0.509 -0.410 -0.012 -1.275
H 1.885 0.465 0.358 -0.123 0.589 -0.730 0.075
H 1.234 -1.478 -1.888 0.223 -0.059 -0.675 -0.130
H 2.739 -0.517 -1.798 0.101 0.405 -0.722 -0.150
H 0.723 0.632 -3.100 0.584 -0.927 -0.549 -0.677
C 4.394 4.788 -0.703 -0.203 -0.889 -0.459 -1.467
C 3.239 4.691 -1.716 0.085 0.872 -0.067 0.533
C 3.652 4.266 -3.154 0.539 -0.637 0.553 -0.408
O 2.634 4.129 -4.129 1.058 -0.104 1.215 -0.236
C 2.044 5.405 -4.337 -0.605 -1.234 0.238 -0.738
N 2.063 3.801 -1.225 1.763 1.256 -0.764 1.282
H 1.867 3.877 -0.237 0.241 0.184 0.939 0.244
H 1.217 4.088 -1.695 -0.958 -0.077 -0.361 -0.273
H 2.301 2.839 -1.423 -0.115 -0.625 -0.169 -0.463
H 5.151 5.465 -1.100 -0.034 -0.028 -0.088 0.538
H 4.852 3.810 -0.552 0.116 -0.065 0.110 0.066
H 4.047 5.190 0.248 -0.133 -0.096 -0.056 0.373
H 2.966 5.744 -1.781 -1.237 -0.217 0.117 0.348
H 4.214 3.341 -3.024 -0.221 -0.341 -0.422 -0.273
H 4.339 4.997 -3.581 0.369 0.255 0.556 0.665
H 1.613 5.228 -5.323 -0.510 1.013 0.195 0.209
H 2.730 6.249 -4.269 0.336 -0.089 -0.458 0.400
H 1.361 5.502 -3.493 -0.810 0.658 -0.545 0.190
C 3.804 0.667 4.140 -0.138 -0.420 1.957 -1.297
C 5.194 0.613 3.548 -1.211 -0.399 -1.846 0.146
C 5.371 -0.754 2.850 1.221 0.064 -1.993 -1.097
O 4.350 -1.020 1.938 -3.007 1.588 0.578 0.297
C 4.613 -2.051 1.008 0.409 0.468 0.903 -1.064
N 5.198 1.685 2.462 -0.033 0.904 0.433 0.295
H 4.323 1.669 1.959 -0.428 -0.617 -0.798 -0.557
H 5.216 2.649 2.762 -0.238 0.394 1.291 0.478
H 5.959 1.750 1.801 0.584 -1.293 -1.309 0.414
H 3.655 1.541 4.774 -0.001 0.144 -0.062 0.418
H 3.746 -0.207 4.790 0.009 -0.018 0.362 0.556
H 2.904 0.534 3.540 0.620 0.296 -0.846 0.038
H 6.023 0.846 4.217 -0.270 -0.218 0.129 0.505
H 5.540 -1.612 3.500 -0.050 0.224 0.559 0.339
H 6.171 -0.697 2.112 1.416 0.262 0.826 0.610
H 4.904 -2.856 1.682 0.242 -0.839 -1.037 0.500
H 5.357 -1.649 0.321 0.493 -0.558 -0.139 0.414
H 3.714 -2.270 0.432 0.054 -0.184 0.409 0.122
C -2.763 2.059 3.509 -0.051 0.486 -1.294 -1.344
C -1.813 3.025 4.224 -1.204 -0.500 0.566 0.800
C -2.057 3.153 5.751 2.243 0.256 -0.758 -0.588
N -1.292 4.415 6.249 -2.435 1.964 2.162 0.308
C -2.208 5.682 5.921 2.052 -0.793 -0.148 -0.936
C 0.147 4.646 5.839 -0.425 -1.941 -0.545 -0.606
C 0.891 5.325 6.974 0.163 1.619 -0.113 -0.709
C -0.113 5.461 8.145 2.389 -0.397 -0.152 -0.788
C -1.101 4.385 7.790 -2.301 0.207 -0.103 -0.349
H -2.358 1.072 3.286 -0.428 -0.206 0.638 -0.082
H -2.868 2.493 2.515 0.274 -0.078 -0.401 0.420
H -3.813 2.115 3.795 0.119 -0.588 0.777 0.410
H -2.061 3.955 3.713 0.713 0.362 0.375 0.310
H -0.795 2.680 4.046 0.039 0.569 -0.061 -0.338
H -1.552 2.342 6.276 -0.026 -0.231 -0.055 0.141
H -3.100 3.140 6.067 0.079 0.652 -0.057 0.379
H -1.711 6.537 6.380 -0.135 -0.072 0.065 0.452
H -3.237 5.600 6.272 0.275 -0.450 -0.011 0.272
H -2.115 5.804 4.842 -0.391 -0.013 0.099 0.393
H 0.141 5.037 4.821 0.493 0.025 0.269 0.618
H 0.478 3.608 5.867 0.428 0.038 -0.836 0.262
H 1.234 6.328 6.722 -0.078 -0.029 -0.344 0.329
H 1.809 4.826 7.285 -0.279 -0.494 -0.320 0.372
H -0.261 6.534 8.269 -1.533 -0.301 -0.140 0.340
H 0.494 5.238 9.023 -0.551 -0.437 0.317 0.318
H -2.102 4.466 8.213 -0.047 0.321 0.096 0.475
H -0.808 3.374 8.071 0.648 0.120 -0.235 0.199
C 4.131 1.407 -5.074 -0.455 -1.672 0.853 -1.490
C 4.343 -0.040 -4.490 0.448 0.806 -0.299 2.449
C 5.521 -0.785 -5.152 0.492 -0.085 0.697 -1.570
N 5.340 -2.318 -5.336 1.099 1.555 -2.527 0.322
C 4.186 -2.377 -6.322 0.498 -2.804 1.132 -0.926
C 6.560 -3.005 -6.002 1.157 -0.021 0.964 -0.677
C 6.590 -4.536 -5.604 -0.905 2.482 -1.573 -0.706
C 5.687 -4.573 -4.371 -0.194 0.608 0.389 -0.570
C 5.138 -3.088 -4.079 0.137 -1.251 -0.702 -0.255
H 3.913 1.377 -6.141 0.245 0.215 0.026 0.574
H 4.943 2.061 -4.755 0.014 0.017 -0.394 0.436
H 3.210 1.677 -4.557 0.056 0.601 -0.280 -0.059
H 3.382 -0.551 -4.557 0.151 -0.136 -0.098 -0.606
H 4.570 0.157 -3.442 0.007 -0.493 0.108 -0.697
H 6.437 -0.634 -4.581 -0.033 -0.138 0.284 0.501
H 5.728 -0.329 -6.120 -0.186 -0.544 -0.290 0.481
H 3.303 -2.294 -5.688 -0.287 0.590 -0.939 0.243
H 4.265 -3.425 -6.611 -0.699 -0.182 -0.356 0.580
H 4.340 -1.807 -7.238 -0.221 0.538 0.718 0.251
H 6.637 -2.902 -7.085 -0.619 0.494 0.113 0.400
H 7.445 -2.527 -5.582 -0.084 0.224 0.092 0.415
H 6.184 -4.980 -6.513 -0.369 -0.741 0.476 0.337
H 7.626 -4.872 -5.572 -0.150 0.058 0.636 0.344
H 4.843 -5.239 -4.553 0.064 0.019 0.329 0.286
H 6.276 -4.924 -3.523 -0.408 0.000 0.155 0.434
H 4.061 -3.081 -3.914 0.178 -0.068 0.504 -0.020
H 5.695 -2.565 -3.302 -0.151 -0.160 0.054 0.437
N 5.955 1.079 -1.132 -0.029 0.352 1.620 0.858
O 4.760 1.255 -1.336 -2.415 0.713 0.477 -0.346
O 6.645 0.677 -2.001 2.394 -1.452 -3.153 -0.668
O 6.478 1.299 -0.014 -0.211 0.525 1.428 -0.856
N -2.651 -2.222 -3.528 3.076 2.539 -1.261 0.911
O -1.779 -2.413 -4.339 3.486 -0.583 -2.824 -0.510
O -2.603 -1.173 -2.934 -0.577 3.104 2.415 -0.189
O -3.467 -3.022 -3.421 -5.972 -4.975 1.836 -0.721
N 2.020 -3.625 3.164 1.207 -1.053 -1.900 0.718
O 1.346 -3.904 2.160 -0.449 -0.792 -1.360 -0.523
O 3.178 -4.058 3.293 -0.274 0.179 0.268 -0.695
O 1.504 -2.875 3.958 -0.847 2.026 3.124 -0.480
N 1.853 3.441 2.521 2.313 3.603 -5.777 0.209
O 2.276 4.566 2.081 -0.104 -0.507 0.537 -0.740
O 1.825 2.499 1.782 0.743 -3.689 -4.478 0.106
O 1.451 3.268 3.569 -2.809 0.309 9.435 -0.579
N 1.164 -0.487 -6.199 0.554 -0.965 0.101 0.780
O 1.064 0.292 -5.273 0.458 3.419 1.839 -0.370
O 0.494 -1.470 -6.132 -3.114 -3.958 0.000 -0.569
O 1.939 -0.407 -7.124 1.977 1.712 -1.661 -0.724
N -1.521 4.766 -0.896 -1.378 0.618 2.897 0.588
O -1.781 3.595 -0.554 -0.606 -1.621 -0.121 -0.359
O -0.569 4.977 -1.603 2.479 0.526 -2.454 -0.628
O -2.152 5.699 -0.383 -0.288 -0.016 -0.437 -0.695
N 1.590 -4.520 -3.280 -0.519 0.362 -0.352 0.930
O 1.435 -3.711 -2.359 -0.369 0.364 0.107 -0.403
O 0.945 -4.365 -4.351 0.102 0.144 0.411 -0.479
O 2.351 -5.455 -3.170 0.650 -0.764 -0.129 -0.613
N -4.186 -1.757 2.370 -0.187 -0.495 -0.609 0.316
O -4.989 -1.293 3.178 -0.756 0.184 0.492 -0.726
O -3.026 -1.348 2.350 1.749 0.735 0.250 0.061
O -4.507 -2.632 1.545 -0.589 -0.396 -0.205 -0.603
```
Positions in Å, forces in eV/Å.

2S+1: 2
M in g/mol: 1453.667
Net charge: +2
HOMO (spin up / spin down) in eV: -10.903 / -10.035
Gap between HOMO and LUMO (spin up / spin down) in eV: 7.326 / 3.427